A 2-piece molecular cluster, C4HNO5 overall in a non-equilibrium geometry, computed with the ωB97M-V functional and the def2-TZVPD basis.

Computed properties:
M, g mol⁻¹: 143.05
Energy, Eh: -583.9178
Energy above the lowest of the compared OMol25 structures with the same formula, charge and spin, eV: 1.7241
HOMO level, eV: -0.43
Charge: -2
E_LUMO, eV: 6.71
Strongest force on any atom, hartree/bohr: 0.0866
Kohn-Sham gap, eV: 7.15

Element x y z (Å)
C 0.4496 -0.5703 -0.8110
C 1.2610 2.7755 0.3505
C -0.9023 1.0404 0.7789
C 0.3399 -1.9805 -1.2114
N -0.4462 -0.2411 0.2626
O 1.8921 1.9139 0.7168
O 1.1541 -2.9143 -1.0833
O -1.7324 0.7948 1.6537
O -0.6543 -2.0122 -1.9927
O -0.5490 2.1423 0.3028
H -0.8125 -0.9485 1.0332

Cartesian forces (eV/Å) of the 2 atoms listed first:
-2.782 1.634 3.066
0.046 1.995 -0.720

These are the Mulliken partial charges, in e, on atoms 1 to 6:
1. C -0.726
2. C -0.111
3. C 0.562
4. C 0.804
5. N 0.144
6. O -0.175